Entry 1:
This record from the Open Molecules 2025 dataset describes a molecular structure, C47H39AsClIN3OPTi. The level of theory is ωB97M-V/def2-TZVPD.

Computed properties:
Charge: +1
Spin multiplicity: 2
Energy relative to the best compared isomer or geometry (same formula, charge and spin), kJ/mol: 28.04
Gap between HOMO and LUMO (alpha / beta), eV: 7.16 / 7.11

XYZ file:
```
95
C47H39AsClIN3OPTi (ωB97M-V/def2-TZVPD)
Ti -1.27798 -2.09002 1.10917
Cl 4.49509 -5.77667 0.89340
C 3.26449 -4.61202 1.23498
C 3.41794 -3.75261 2.28105
C 2.42429 -2.79252 2.58361
I 2.71009 -1.47654 4.15744
C 1.28967 -2.69902 1.82422
O 0.30188 -1.81264 2.06635
C 1.13602 -3.58710 0.72341
N -0.00610 -3.44433 -0.01278
C -0.22671 -4.26604 -1.01539
C 0.68585 -5.25969 -1.39136
C 1.84755 -5.40268 -0.68217
C 2.10382 -4.55955 0.41767
H 4.30913 -3.80378 2.89067
H -1.16428 -4.14634 -1.54662
H 0.45718 -5.90027 -2.23045
H 2.57140 -6.16057 -0.94874
C -3.60597 0.15855 1.45095
N -3.17921 -1.19940 1.12676
C -4.06398 -2.10055 0.81357
C -3.69254 -3.46436 0.81587
C -4.37484 -4.63430 0.48175
C -3.53920 -5.68848 0.85127
C -2.38854 -5.11908 1.39855
N -2.46720 -3.77711 1.39820
C -3.45500 0.38861 2.93355
C -4.55438 0.59878 3.75169
C -4.38440 0.77271 5.11990
C -3.11488 0.72972 5.67484
C -2.00926 0.51992 4.85996
C -2.18160 0.35564 3.49579
H -4.63335 0.32363 1.11775
H -2.96992 0.86174 0.90930
H -5.09033 -1.80597 0.59473
H -5.35360 -4.69684 0.03326
H -3.74482 -6.74260 0.76435
H -1.52759 -5.62534 1.81046
H -5.54893 0.62707 3.32204
H -5.24685 0.93862 5.75157
H -2.98398 0.86195 6.74041
H -1.01510 0.49106 5.28637
H -1.30583 0.21656 2.86328
C -0.14340 1.47854 0.21524
C 0.55104 2.43758 -0.74331
As 1.16310 4.06364 0.21805
C 1.37154 5.19857 -1.35645
C 0.25141 5.45133 -2.14558
C 0.32966 6.30806 -3.23296
C 1.53033 6.93539 -3.53602
C 2.64521 6.70435 -2.74468
C 2.56725 5.84113 -1.65913
C 3.00426 3.47036 0.47652
C 3.78519 2.95794 -0.55941
C 5.07085 2.50388 -0.31229
C 5.59168 2.55556 0.97599
C 4.82537 3.06583 2.01149
C 3.53568 3.52198 1.76092
P -0.59391 -0.14235 -0.51419
C 0.91801 -0.59272 -1.41825
C 2.08583 -0.71182 -0.66085
C 3.28234 -1.05635 -1.26725
C 3.32258 -1.29401 -2.63583
C 2.16801 -1.16797 -3.39350
C 0.96784 -0.81253 -2.78995
C -1.90571 0.13385 -1.73293
C -2.35997 -0.96552 -2.46426
C -3.43728 -0.84555 -3.32601
C -4.08755 0.37542 -3.45426
C -3.65373 1.46949 -2.72131
C -2.56720 1.35153 -1.86435
H -1.02925 1.91848 0.68099
H 0.52463 1.22647 1.04664
H -0.08396 2.73221 -1.57860
H 1.43269 1.95676 -1.16309
H -0.70046 4.98606 -1.90954
H -0.54790 6.49270 -3.83906
H 1.59392 7.60709 -4.38181
H 3.58200 7.19718 -2.97056
H 3.44736 5.66969 -1.05178
H 3.39550 2.92867 -1.57118
H 5.67202 2.11689 -1.12559
H 6.59762 2.20510 1.16746
H 5.22959 3.11411 3.01426
H 2.94084 3.92267 2.57362
H 2.06881 -0.51628 0.40628
H 4.18350 -1.13138 -0.67188
H 4.25576 -1.56497 -3.11189
H 2.19980 -1.33430 -4.46229
H 0.07952 -0.69316 -3.39727
H -1.86207 -1.92567 -2.36470
H -3.77268 -1.70367 -3.89346
H -4.93110 0.47213 -4.12449
H -4.15842 2.42174 -2.81722
H -2.24418 2.21772 -1.30092
```

Entry 2:
This record from the Open Molecules 2025 dataset describes a molecular structure, C47H40BrCl4GeN4O10S2Ti. The level of theory is ωB97M-V/def2-TZVPD.

Computed properties:
Charge: -2
Spin multiplicity: 2
Energy relative to the best compared isomer or geometry (same formula, charge and spin), kJ/mol: 2.65
Gap between HOMO and LUMO, eV: 3.69

XYZ file:
```
110
C47H40BrCl4GeN4O10S2Ti (ωB97M-V/def2-TZVPD)
Ti -0.55882 0.00421 -0.19035
O -5.56276 -0.53674 -3.36855
C -5.32380 -1.74908 -2.90042
O -6.03808 -2.68916 -3.16339
C -4.12774 -1.90630 -2.02720
C -3.72503 -3.08485 -1.43072
Cl -4.31556 -4.66941 -1.61635
N -2.62654 -2.83246 -0.67678
N -2.29583 -1.53885 -0.77148
C -3.16670 -0.97191 -1.57143
C -2.96117 0.48965 -1.85304
O -3.84298 1.11302 -2.45528
O -1.86907 0.98259 -1.42932
C -1.99496 -3.65792 0.30826
C -0.61362 -3.70317 0.36730
C -0.00309 -4.46426 1.35644
C -0.77521 -5.18356 2.25412
C -2.16308 -5.12088 2.19130
C -2.78102 -4.34328 1.22718
H -4.88783 0.14310 -3.03935
H -0.01330 -3.11308 -0.31491
H 1.07790 -4.44052 1.42794
H -0.29652 -5.76881 3.02969
H -2.76809 -5.65576 2.91274
H -3.85891 -4.26066 1.19380
N -0.37606 1.93179 0.88447
S 0.65179 3.13151 0.79720
C -0.26064 4.58537 0.29120
C -1.43994 4.39308 -0.40999
C -2.10554 5.49942 -0.92440
C -1.58882 6.77234 -0.74403
C -0.39070 6.94820 -0.05996
C 0.28392 5.85362 0.45299
C 1.10895 3.53867 2.47468
C 2.21042 2.83630 2.94595
C 2.58970 2.98261 4.27382
C 1.86932 3.82557 5.10585
C 0.75913 4.51502 4.62709
C 0.36785 4.36909 3.30626
H -1.18300 2.14223 1.46612
H -1.80981 3.38810 -0.58130
H -3.02247 5.35185 -1.48009
H -2.10860 7.63080 -1.15085
H 0.02540 7.94011 0.06366
H 1.22642 5.98171 0.97067
H 2.74158 2.14691 2.29869
H 3.42752 2.40574 4.64404
H 2.16181 3.93530 6.14305
H 0.19249 5.15905 5.28834
H -0.49618 4.89660 2.92176
Cl 2.01250 0.75117 -0.54557
Ge 1.38755 1.56638 -2.71861
Cl 3.08996 0.56277 -3.84487
Cl 2.34736 3.64129 -2.43923
C 5.03927 -5.06719 1.26673
C 4.19123 -5.40361 0.07532
C 4.50077 -4.93438 -1.19853
C 3.70326 -5.23968 -2.29208
C 2.57114 -6.02004 -2.11172
C 2.23164 -6.48698 -0.84752
C 3.04308 -6.18067 0.22986
S 1.52229 -6.40140 -3.48224
O 2.32362 -6.31475 -4.67096
O 0.81742 -7.60923 -3.14990
N 0.38162 -5.24640 -3.59350
C 0.68459 -3.88146 -4.03902
C 1.11522 -2.91401 -2.93679
C 0.06220 -1.86298 -2.60365
O -0.85008 -1.59203 -3.36656
O 0.29034 -1.28961 -1.46154
H 5.97338 -4.59245 0.96650
H 5.27451 -5.96398 1.84435
H 4.49306 -4.36908 1.91052
H 5.37964 -4.31607 -1.33565
H 3.95882 -4.88680 -3.28256
H 1.34837 -7.09966 -0.72191
H 2.78327 -6.54688 1.21656
H -0.32343 -5.33954 -2.87353
H -0.22288 -3.49044 -4.49990
H 1.42768 -3.96627 -4.82922
H 2.01055 -2.35563 -3.22403
H 1.38311 -3.43839 -2.01788
C 2.86517 -2.25347 1.46988
C 3.43763 -1.53917 2.50614
C 2.64790 -0.93892 3.55718
C 3.20720 -0.29030 4.63097
C 4.59549 -0.12887 4.76792
C 5.38964 -0.65510 3.73954
C 4.85464 -1.32139 2.65979
H 1.78766 -2.22586 1.36171
H 3.43975 -2.56834 0.60752
H 1.56972 -0.99706 3.47283
H 2.54032 0.12308 5.38527
H 5.03122 0.38070 5.61952
H 6.46961 -0.53389 3.78584
H 5.52226 -1.68890 1.88512
Br -3.71477 -3.77465 6.86700
C -3.00817 -2.80879 5.38543
C -3.87734 -2.08800 4.58239
C -3.35865 -1.39430 3.50083
C -1.99726 -1.44023 3.22944
C -1.14233 -2.17167 4.04481
C -1.64728 -2.85500 5.14114
C -1.45217 -0.74402 2.02531
O -0.27037 -0.98765 1.66227
O -2.17601 0.03797 1.35193
H -4.93629 -2.07386 4.79984
H -4.00368 -0.82089 2.84757
H -0.08643 -2.20481 3.81006
H -0.99275 -3.42685 5.78420
```

Entry 3:
This record from the Open Molecules 2025 dataset describes a molecular structure, C47H41ClGePRh. The level of theory is ωB97M-V/def2-TZVPD.

Computed properties:
Charge: -2
Spin multiplicity: 5
Energy relative to the best compared isomer or geometry (same formula, charge and spin), kJ/mol: 0.00
Gap between HOMO and LUMO (alpha / beta), eV: 3.01 / 6.13

XYZ file:
```
92
C47H41ClGePRh (ωB97M-V/def2-TZVPD)
Rh -0.99032 -1.69120 0.34406
C 2.33304 -1.25591 -2.52067
C 3.01968 -0.71298 -1.29979
C 4.06678 0.18650 -1.48441
C 4.73250 0.77558 -0.42050
C 4.34305 0.46989 0.87096
C 3.30318 -0.42818 1.07199
C 2.65104 -1.05281 0.01305
P 1.25406 -2.24762 0.31869
C 1.81450 -3.65802 -0.61240
C 3.21563 -4.02374 -0.54318
C 3.71799 -5.11775 -1.20968
C 2.89102 -5.93228 -1.99729
C 1.52466 -5.54367 -2.13625
C 0.99624 -4.45987 -1.48670
C -0.43973 -4.08955 -1.72241
C 1.53977 -2.68141 2.09486
C 2.75653 -3.06572 2.66561
C 2.83033 -3.44760 3.99347
C 1.67521 -3.43842 4.77150
C 0.46842 -3.06746 4.20672
C 0.37516 -2.70401 2.86059
C -0.95659 -2.37350 2.24720
H 2.59832 -0.65192 -3.39201
H 1.24636 -1.24623 -2.41401
H 2.61474 -2.29271 -2.71302
H 4.35134 0.43898 -2.50067
H 5.53338 1.48267 -0.60348
H 4.83528 0.92368 1.72362
H 2.99666 -0.65641 2.08452
H 3.90140 -3.40980 0.02643
H 4.77733 -5.33935 -1.11177
H 3.27926 -6.80255 -2.51296
H 0.86345 -6.11669 -2.78252
H -0.98368 -4.84746 -2.28696
H -0.50893 -3.13411 -2.26122
H -0.92234 -3.90933 -0.75535
H 3.65802 -3.05318 2.06874
H 3.78131 -3.74377 4.42124
H 1.72084 -3.72308 5.81739
H -0.43721 -3.05343 4.80569
H -1.45904 -1.60770 2.84701
H -1.58583 -3.27593 2.29742
Cl -4.95217 -0.08475 1.59888
C -4.55596 -0.11551 -0.11667
C -5.08689 0.89595 -0.89264
C -4.81318 0.94558 -2.25050
C -3.99797 -0.04066 -2.79896
C -3.48124 -1.04317 -2.00517
C -3.73041 -1.12982 -0.61979
C -3.10595 -2.15460 0.19168
H -5.69508 1.64914 -0.40877
H -5.20943 1.75080 -2.85630
H -3.74857 -0.01595 -3.85364
H -2.82796 -1.79255 -2.44006
H -3.03975 -3.11921 -0.31833
H -3.53485 -2.25843 1.18530
C -1.01580 0.29225 0.46195
Ge -1.04578 2.16847 0.15023
C 0.17665 3.07839 1.42110
C 1.44951 2.53112 1.58170
C 2.38851 3.11183 2.42003
C 2.07030 4.26329 3.12859
C 0.81032 4.82508 2.98337
C -0.12177 4.23567 2.13598
C -2.78615 3.08564 0.43770
C -3.31241 3.07641 1.73114
C -4.52394 3.67821 2.03538
C -5.25265 4.31418 1.03976
C -4.76230 4.32188 -0.25714
C -3.55165 3.70464 -0.54913
C -0.29646 2.75443 -1.59258
C -0.51879 3.97761 -2.22467
C 0.09912 4.30231 -3.42556
C 0.97272 3.40349 -4.01933
C 1.22760 2.19184 -3.39648
C 0.59730 1.87265 -2.20151
H 1.71464 1.62461 1.04948
H 3.36764 2.65782 2.52190
H 2.79904 4.71800 3.79067
H 0.54465 5.72328 3.53050
H -1.09863 4.69806 2.03536
H -2.77188 2.57224 2.52573
H -4.90600 3.63534 3.04847
H -6.20473 4.77962 1.26971
H -5.33289 4.78391 -1.05535
H -3.23605 3.67646 -1.58348
H -1.15252 4.72486 -1.76428
H -0.10143 5.26205 -3.88906
H 1.45801 3.64962 -4.95743
H 1.91803 1.48595 -3.84027
H 0.79436 0.91002 -1.74095
```

Entry 4:
This record from the Open Molecules 2025 dataset describes 5 unconnected molecules or ions with the total composition C47H43FN6O13P2S2. The level of theory is ωB97M-V/def2-TZVPD.

Computed properties:
Spin multiplicity: 1
Gap between HOMO and LUMO, eV: 6.93

XYZ file:
```
114
C47H43FN6O13P2S2 (ωB97M-V/def2-TZVPD)
C -3.17180 -1.21923 2.71567
C -1.93243 -0.63004 1.79974
C -1.30792 -1.79113 0.80137
F -1.74979 -3.18524 1.17905
C -1.80086 -1.48694 -0.74571
C -3.41648 -1.32121 -0.99063
C -3.91136 -0.97659 -2.55033
O -5.37212 -0.78849 -2.71659
C -5.52711 0.58508 -3.21805
O -6.25682 0.74079 -4.35747
C -4.96445 1.95806 -2.52369
C -6.12418 3.05103 -2.02124
C -5.62130 4.47553 -1.36025
C -4.03187 4.90666 -1.16829
C -2.89007 3.82296 -1.62635
C -3.39595 2.37829 -2.30097
C -2.81546 -0.85821 -3.80419
C -1.18917 -1.04127 -3.46080
C -0.64660 -1.34998 -1.94675
N 0.78772 -1.48949 -1.50021
C 1.21678 -0.10056 -1.07820
C 1.70292 -2.04024 -2.56617
C 3.01690 -2.91415 -2.01130
P 3.21625 -3.11447 -0.09194
N 4.43270 -4.35256 0.31454
O 3.93732 -1.56599 0.38827
C 4.15495 -3.57397 -2.99258
C 3.97332 -3.33641 -4.61111
C 2.69004 -2.46534 -5.23789
P 2.68021 -2.25878 -7.13506
O 1.64383 -1.00183 -7.74488
O 2.44631 -3.82793 -7.85192
S 4.52474 -1.71486 -7.62742
C 1.57411 -1.83921 -4.18663
S 0.09702 -0.86124 -4.81736
H -3.86304 -0.29878 2.97622
H -3.84229 -2.00353 2.15613
H -2.73337 -1.63732 3.71855
H -1.08462 -0.14546 2.45185
H -2.37550 0.21304 1.10335
H -0.14789 -1.76651 0.95328
H -4.20515 -1.42396 -0.11157
H -7.26869 2.75191 -2.17492
H -6.41985 5.29111 -1.01231
H -3.74987 5.97144 -0.71235
H -1.71920 4.02361 -1.50967
H -2.53369 1.65155 -2.62104
H -3.22654 -0.63291 -4.88131
H 0.23547 0.56900 -1.03282
H 1.97241 0.36271 -1.85232
H 1.68379 -0.13014 0.01875
H 5.41379 -4.05143 0.08118
H 4.38551 -4.43148 1.37532
H 4.18507 -1.03279 -0.42381
H 5.06272 -4.15979 -2.49062
H 4.81638 -3.80223 -5.31115
H 1.80805 -0.11658 -7.29458
H 2.60803 -3.81240 -8.85701
C 2.22657 -8.20492 -1.20534
C 2.93475 -7.36694 -0.34255
C 3.30029 -7.81769 0.92733
C 2.95386 -9.11701 1.32297
C 2.23624 -9.95768 0.46171
C 1.87375 -9.49475 -0.80477
N 3.35737 -9.60559 2.64695
O 3.97463 -8.82524 3.38706
O 3.06160 -10.77110 2.94719
H 1.94866 -7.85097 -2.19665
H 3.20480 -6.36246 -0.66139
H 3.85207 -7.15247 1.58792
H 1.95656 -10.96658 0.75776
H 1.31923 -10.14081 -1.48179
C 2.41015 6.09227 1.66959
C 1.41570 5.69594 2.56520
C 0.60873 4.59478 2.27253
C 0.81029 3.89178 1.07674
C 1.80280 4.29214 0.17225
C 2.60172 5.39668 0.47457
N -0.01783 2.71799 0.77519
O -0.89785 2.40693 1.59160
O 0.21295 2.10307 -0.27583
H 3.04060 6.94809 1.90477
H 1.27149 6.24403 3.49383
H -0.16186 4.29855 2.98091
H 1.96677 3.75866 -0.76169
H 3.37688 5.71351 -0.21968
C 3.73602 10.54609 -2.46207
C 4.44420 11.38407 -1.59928
C 4.80974 10.93332 -0.32940
C 4.46331 9.63400 0.06624
C 3.74569 8.79333 -0.79502
C 3.38320 9.25626 -2.06150
N 4.86682 9.14542 1.39022
O 5.48408 9.92576 2.13033
O 4.57105 7.97991 1.69046
H 3.45811 10.90004 -3.45338
H 4.71425 12.38854 -1.91812
H 5.36152 11.59854 0.33119
H 3.46601 7.78443 -0.49897
H 2.82868 8.61020 -2.73852
C -7.55311 -3.67714 6.93566
C -7.35078 -2.32586 7.22065
C -6.05602 -1.80469 7.25776
C -4.96642 -2.64864 7.00223
C -5.16620 -4.00725 6.72344
C -6.46552 -4.51759 6.69191
N -3.60453 -2.10133 7.01466
O -3.46787 -0.89865 7.28412
O -2.67015 -2.87171 6.75105
H -8.56486 -4.07771 6.90229
H -8.20339 -1.67749 7.41100
H -5.91510 -0.74944 7.48127
H -4.32936 -4.67456 6.52814
H -6.63119 -5.57023 6.47343
```

| no. | largest force on an atom (eV Å⁻¹) | calculated total energy (eV) |
| --- | --- | --- |
| 1 | 0.48 | -169753.5792 |
| 2 | 0.60 | -297268.3043 |
| 3 | 0.84 | -130735.3465 |
| 4 | 9.05 | -127922.3182 |